Here is a 11-piece molecular cluster, C41H66O33 overall from the Open Molecules 2025 dataset. Energies are from ωB97M-V/def2-TZVPD.

The geometry in XYZ format:
```
140
Properties=species:S:1:pos:R:3
C 3.51412 1.03120 4.99162
C 2.02831 0.73792 5.11999
C 1.46651 -0.47488 4.35139
O 0.63297 -1.11422 5.31629
C 0.84583 -0.59494 6.53566
O 0.33902 -0.96074 7.54833
O 1.70386 0.44311 6.48023
H 4.09170 0.17094 5.33661
H 3.79827 1.90806 5.56796
H 3.71117 1.19187 3.93065
H 1.53904 1.66881 4.81319
H 2.30035 -1.06950 3.98475
H 0.86769 -0.10155 3.52654
C -1.10553 -3.92155 3.57559
C -1.05884 -4.29266 2.11122
C -0.06584 -5.43606 1.77361
O -0.83296 -6.35279 0.97736
C -2.15356 -6.03840 1.07401
O -3.00787 -6.58925 0.45368
O -2.30593 -4.92995 1.80614
H -1.11675 -4.86092 4.12927
H -2.04710 -3.40411 3.76251
H -0.28151 -3.27233 3.86486
H -0.79350 -3.47411 1.44026
H 0.20668 -5.98859 2.67602
H 0.81526 -5.12156 1.22301
C 3.77451 2.28059 -6.76866
C 3.15093 0.94179 -6.46801
C 4.06237 0.02767 -5.63670
O 3.14368 -0.52036 -4.65703
C 2.03130 0.23772 -4.61336
O 1.20687 0.09054 -3.76731
O 1.97611 1.07237 -5.65473
H 4.66805 2.23985 -7.39980
H 4.15457 2.74210 -5.85385
H 3.10787 2.92965 -7.33515
H 2.87622 0.47626 -7.41502
H 4.79421 0.52855 -5.00418
H 4.44779 -0.79485 -6.23097
C -2.53224 -1.52870 -3.05939
C -3.46269 -0.35466 -3.27381
C -4.89229 -0.75250 -3.67868
O -5.69191 -0.43641 -2.54968
C -4.95422 0.26324 -1.65897
O -5.38709 0.69698 -0.63480
O -3.66982 0.31937 -2.03435
H -1.50305 -1.24828 -2.84363
H -2.48503 -2.09723 -3.99458
H -2.90533 -2.18826 -2.27433
H -3.08648 0.29441 -4.06464
H -5.00331 -1.79679 -3.97270
H -5.21648 -0.20099 -4.56397
C -0.53940 2.72414 -1.87927
C -1.11948 3.65798 -0.83315
C -0.27258 4.90843 -0.60047
O -1.24772 5.93892 -0.43495
C -2.38964 5.54936 -1.02921
O -3.29253 6.29365 -1.25744
O -2.32175 4.26860 -1.40235
H -0.07028 3.26734 -2.70254
H -1.36023 2.14993 -2.29878
H 0.22080 2.12424 -1.38495
H -1.45925 3.11638 0.04782
H 0.44747 5.18775 -1.37133
H 0.30209 4.84333 0.32026
C 5.96331 -1.51994 -1.33328
C 6.05989 -1.87997 0.13610
C 6.16052 -0.62531 1.06615
O 4.96516 -0.63293 1.82378
C 4.31578 -1.78183 1.60687
O 3.36741 -2.15974 2.20968
O 4.76327 -2.40292 0.50359
H 5.11326 -0.84253 -1.46501
H 5.67542 -2.39097 -1.92056
H 6.84570 -0.96273 -1.64565
H 6.83576 -2.59344 0.40215
H 6.20897 0.27070 0.44989
H 7.08453 -0.68501 1.63994
C -8.34724 0.26975 2.73125
C -6.97244 0.32937 2.06734
C -6.02606 1.44731 2.55543
O -5.11320 0.69956 3.38327
C -5.22518 -0.63107 3.18900
O -4.51493 -1.45434 3.66063
O -6.30117 -0.87795 2.43093
H -8.87559 1.20337 2.53757
H -8.18086 0.20387 3.80973
H -8.86550 -0.62183 2.39409
H -7.07447 0.39246 0.98611
H -6.53825 2.15108 3.20747
H -5.39158 1.86668 1.77772
C 5.06320 2.03606 -2.48370
C 4.45376 2.79845 -1.31365
C 2.96324 3.04952 -1.53266
O 2.40569 2.80596 -0.23599
C 3.29055 2.09712 0.51834
O 3.06850 1.61473 1.56705
O 4.45640 2.00478 -0.15611
H 6.06233 1.64971 -2.29785
H 5.07282 2.62763 -3.40130
H 4.39025 1.20000 -2.70522
H 4.95621 3.76864 -1.26952
H 2.51701 2.33099 -2.23167
H 2.66579 4.02301 -1.91663
C -4.30915 4.29505 4.30904
O -3.08807 4.66791 3.67989
C -2.19325 3.70918 3.50330
O -2.27781 2.56658 3.84305
O -1.17135 4.24888 2.84017
C 0.01882 3.46610 2.70154
H -4.59144 5.02917 5.06142
H -4.25765 3.29490 4.73184
H -5.09264 4.35563 3.54891
H 0.59292 3.77938 3.58303
H 0.57322 3.64787 1.79463
H -0.19108 2.41305 2.89890
C -1.78294 -5.56300 -2.60377
O -0.57746 -4.83215 -2.78161
C 0.41843 -5.40480 -3.46070
O 0.46017 -6.54214 -3.80343
O 1.35495 -4.51963 -3.79371
C 1.38286 -3.21479 -3.17418
H -2.46707 -4.90096 -2.07954
H -1.58309 -6.50144 -2.08977
H -2.28077 -5.80779 -3.54797
H 2.00650 -2.60653 -3.82138
H 1.91272 -3.38466 -2.23751
H 0.38858 -2.79078 -3.10584
C 1.65516 -0.80519 -0.65209
O 0.39747 -0.15763 -0.56214
C -0.26795 -0.39836 0.56423
O 0.01751 -1.18419 1.42482
O -1.37114 0.33968 0.54188
C -2.19853 0.25917 1.69230
H 1.52987 -1.87293 -0.43739
H 2.31609 -0.46167 0.14504
H 2.11140 -0.83800 -1.63641
H -1.77296 0.67740 2.60041
H -2.36357 -0.79003 1.96508
H -3.19038 0.64260 1.47657
```

Properties
* highest occupied orbital energy: -10.25 eV
* DFT total energy: -4084.9296 Eh
* net charge: 0
* energy above the lowest of the compared OMol25 structures with the same formula, charge and spin: 19.19 kcal per mole
* orbital gap: 9.905 eV

These are the Mulliken partial charges, in e, on atoms 1 to 99:
1 C -1.34
2 C 0.90
3 C 0.73
4 O -0.29
5 C 0.44
6 O -0.58
7 O -0.43
8 H 0.38
9 H 0.42
10 H 0.09
11 H -0.10
12 H 0.02
13 H -0.40
14 C -1.39
15 C 1.64
16 C -0.33
17 O -0.39
18 C 0.56
19 O -0.57
20 O -0.40
21 H 0.50
22 H 0.27
23 H 0.17
24 H -0.58
25 H 0.27
26 H 0.25
27 C -1.34
28 C 0.52
29 C -0.55
30 O -0.23
31 C 0.30
32 O -0.04
33 O -0.36
34 H 0.38
35 H 0.21
36 H 0.36
37 H 0.29
38 H 0.19
39 H 0.30
40 C -0.85
41 C 0.60
42 C -0.62
43 O -0.37
44 C 0.10
45 O -0.42
46 O 0.05
47 H -0.29
48 H 0.47
49 H 0.36
50 H 0.28
51 H 0.31
52 H 0.29
53 C -0.59
54 C 1.26
55 C -0.04
56 O -0.41
57 C 0.47
58 O -0.57
59 O -0.52
60 H 0.59
61 H 0.04
62 H -0.45
63 H -0.34
64 H 0.38
65 H 0.09
66 C -1.15
67 C 0.36
68 C -0.39
69 O -0.18
70 C 0.72
71 O -0.48
72 O -0.37
73 H 0.05
74 H 0.39
75 H 0.40
76 H 0.35
77 H 0.08
78 H 0.29
79 C -1.56
80 C 0.50
81 C -0.22
82 O -0.25
83 C 0.64
84 O -0.58
85 O -0.36
86 H 0.38
87 H 0.36
88 H 0.39
89 H 0.24
90 H 0.34
91 H 0.22
92 C -0.84
93 C 0.32
94 C -0.20
95 O -0.01
96 C 0.34
97 O -0.24
98 O -0.28
99 H 0.42